Record 1
2 unconnected molecules or ions with the total composition C6H14N2O2 in a non-equilibrium geometry, computed with ωB97M-V/def2-TZVPD.

Frontier orbital gap, eV: 9.7390
Net charge: 0
LUMO, eV: 0.56
SMILES: CNC(C)=O.CNC(C)=O
Highest occupied orbital energy, eV: -9.179
Relative energy (zero: lowest compared OMol25 entry of this formula, charge and spin), kcal per mole: 26.9

Each line ends with the natural charge from an NBO analysis.
Atoms and positions in Å:
C -0.99 0.55 -2.48  -0.44
N -1.31 0.28 -1.04  -0.66
C -2.19 1.25 -0.47  0.68
C -2.20 1.21 1.01  -0.73
O -2.87 1.95 -1.19  -0.61
H -1.64 1.35 -2.80  0.24
H 0.02 0.98 -2.53  0.19
H -1.02 -0.37 -3.07  0.19
H -0.45 0.08 -0.53  0.41
H -2.16 2.21 1.44  0.25
H -3.22 1.03 1.42  0.24
H -1.54 0.43 1.40  0.22
C 0.28 -2.19 0.96  -0.42
N 1.67 -1.82 1.13  -0.63
C 2.13 -0.56 0.77  0.69
C 3.63 -0.53 0.78  -0.73
O 1.44 0.38 0.41  -0.63
H -0.36 -1.74 1.70  0.20
H -0.02 -1.93 -0.07  0.21
H 0.20 -3.29 1.02  0.21
H 2.29 -2.60 1.17  0.40
H 4.11 -1.30 0.17  0.23
H 3.89 0.32 0.15  0.24
H 3.99 -0.58 1.82  0.24


Record 2
A molecular structure, C47H48CsN9O9SSb in a non-equilibrium geometry, computed with ωB97M-V/def2-TZVPD.

Frontier orbital gap, eV: 5.7193
Net charge: -1
LUMO, eV: 1.17
Highest occupied orbital energy, eV: -4.545
Relative energy (zero: lowest compared OMol25 entry of this formula, charge and spin), kcal per mole: 61.9

Each line ends with the Mulliken charge.
Atoms and positions in Å:
Cs -0.76 0.67 0.15  1.85
N 3.00 -1.25 -1.72  -0.25
C 3.33 -1.01 -3.12  -0.65
C 3.51 0.48 -3.36  -1.04
N 2.28 1.27 -3.20  1.14
C 2.54 2.68 -2.92  -1.43
C 1.66 3.26 -1.80  0.12
N 2.42 3.33 -0.55  -0.25
C 1.41 1.09 -4.34  -1.17
C 0.03 1.72 -4.22  -0.95
N -0.76 1.10 -3.15  0.10
H 2.87 -2.24 -1.56  0.22
H 2.09 -0.82 -1.54  -0.10
H 2.58 -1.42 -3.81  0.32
H 4.28 -1.49 -3.34  0.52
H 3.94 0.62 -4.37  0.28
H 4.23 0.84 -2.63  0.50
H 2.40 3.27 -3.84  0.20
H 3.58 2.79 -2.62  0.58
H 0.81 2.60 -1.64  -0.13
H 1.28 4.24 -2.11  0.38
H 1.79 3.57 0.22  0.03
H 3.10 4.08 -0.59  0.23
H 1.26 0.02 -4.50  0.45
H 1.88 1.50 -5.26  0.28
H -0.45 1.62 -5.20  0.51
H 0.11 2.79 -4.01  0.42
H -0.72 0.09 -3.25  -0.49
H -1.72 1.40 -3.22  0.16
C 3.12 0.49 1.03  -0.85
O 2.53 -0.58 1.73  0.17
C 3.35 -1.44 2.37  0.91
C 4.72 -1.25 2.47  -0.82
C 5.52 -2.18 3.13  -0.65
C 4.96 -3.31 3.70  -0.81
C 3.59 -3.50 3.62  -0.19
C 2.76 -2.59 2.96  -0.32
N 1.40 -2.84 3.08  -0.57
N 0.59 -2.27 2.31  0.71
C -0.75 -2.24 2.54  -1.21
C -1.51 -1.80 1.41  -0.10
O -0.98 -1.68 0.24  -2.24
C -2.89 -1.50 1.62  1.52
C -3.49 -1.67 2.82  -1.06
C -2.78 -2.16 3.94  0.77
C -3.44 -2.34 5.17  -0.85
C -2.77 -2.83 6.26  -0.74
C -1.41 -3.15 6.14  -0.75
C -0.74 -2.97 4.96  -0.84
C -1.40 -2.47 3.81  1.01
H 3.64 1.19 1.70  0.42
H 2.31 1.03 0.54  -0.24
H 3.79 0.12 0.26  0.56
H 5.19 -0.38 2.03  0.40
H 6.59 -2.01 3.18  0.38
H 5.58 -4.03 4.21  0.36
H 3.12 -4.36 4.07  0.40
H -3.45 -1.10 0.78  0.74
H -4.54 -1.41 2.94  0.44
H -4.48 -2.06 5.24  0.46
H -3.28 -2.96 7.21  0.37
H -0.88 -3.54 7.00  0.44
H 0.30 -3.22 4.89  0.57
S -0.12 -2.35 -3.09  -0.46
Sb -1.57 -3.29 -1.65  1.41
C -0.87 -4.48 -0.04  0.65
C 0.49 -4.73 0.01  -0.94
C 1.02 -5.50 1.04  -0.55
C 0.18 -5.99 2.03  -0.51
C -1.18 -5.72 1.99  -0.51
C -1.71 -4.97 0.95  -0.13
C -3.47 -2.32 -1.50  0.32
C -4.53 -2.90 -0.82  -0.38
C -5.76 -2.25 -0.77  -0.52
C -5.93 -1.03 -1.42  -0.70
C -4.87 -0.46 -2.12  -0.38
C -3.64 -1.11 -2.16  -0.25
C -2.31 -4.93 -2.83  0.48
C -3.00 -4.63 -4.00  -0.41
C -3.37 -5.64 -4.88  -0.69
C -3.04 -6.96 -4.60  -0.42
C -2.35 -7.26 -3.43  -0.76
C -1.99 -6.25 -2.55  -0.39
H 1.14 -4.32 -0.76  0.33
H 2.08 -5.68 1.08  0.37
H 0.60 -6.56 2.85  0.34
H -1.83 -6.08 2.78  0.40
H -2.77 -4.76 0.94  0.11
H -4.41 -3.84 -0.31  0.33
H -6.57 -2.69 -0.22  0.46
H -6.88 -0.52 -1.37  0.38
H -5.00 0.48 -2.63  0.44
H -2.81 -0.67 -2.70  0.23
H -3.25 -3.60 -4.23  0.30
H -3.90 -5.39 -5.80  0.38
H -3.32 -7.75 -5.29  0.36
H -2.09 -8.29 -3.21  0.38
H -1.44 -6.49 -1.65  0.42
O -4.37 6.31 5.20  -0.65
N -3.35 6.18 4.54  1.04
O -2.45 7.00 4.52  -0.66
C -3.18 4.96 3.79  -0.65
C -2.04 4.79 3.01  -0.35
C -1.92 3.67 2.24  -0.83
C -2.87 2.56 2.24  0.94
O -2.62 1.50 1.67  -0.32
C -4.04 2.84 3.07  -0.61
C -4.17 3.98 3.81  -0.26
N -5.12 1.88 3.15  1.00
O -5.90 1.98 4.09  -0.66
O -5.25 1.06 2.26  -0.50
N -0.76 3.54 1.43  1.23
O 0.30 4.00 1.83  -0.69
O -0.86 3.00 0.33  -0.60
H -1.28 5.55 2.98  0.60
H -5.05 4.14 4.41  0.63